ORCA calculation (wB97M-V/def2-TZVPD) on a structure of composition C44H63N7O4Ti in a non-equilibrium geometry.

Last column: Löwdin charge in e.
CARTESIAN COORDINATES (ANGSTROEM)
Ti  0.5576  0.1251  -0.6364  1.1703
O  2.4366  -1.0119  -4.1176  0.2005
C  2.1607  -0.5581  -2.9164  -0.4084
O  1.0059  -0.6360  -2.4282  -0.0576
C  3.1478  0.0321  -2.0720  -0.1850
C  4.5275  0.1611  -2.2298  0.0309
C  5.2503  0.7105  -1.1943  -0.0077
C  4.5916  1.1661  -0.0364  0.0571
C  3.2357  1.0220  0.0402  -0.1446
N  2.5270  0.4266  -0.9391  0.0595
C  2.2959  1.5993  1.0568  -0.5138
O  2.6353  2.3766  1.9122  0.1025
O  1.0554  1.2687  0.7451  -0.1518
H  1.6117  -1.3182  -4.5301  0.1547
H  4.9972  -0.1759  -3.1436  0.1344
H  6.3243  0.8088  -1.2743  0.1206
H  5.1241  1.6451  0.7736  0.1374
C  2.4454  -1.0543  2.4247  -0.0256
C  1.3348  -0.4082  3.1002  -0.1114
C  0.1936  -0.6997  2.3857  -0.1194
C  0.6147  -1.4370  1.1486  -0.1236
C  2.0371  -1.7623  1.3421  -0.2018
C  2.8400  -2.9332  0.7769  -0.5255
C  2.0981  -4.2305  1.1300  -0.0289
C  3.0797  -2.8739  -0.7315  -0.0271
C  4.2196  -3.0147  1.4403  -0.0548
C  -1.2753  -0.3660  2.6809  -0.4990
C  -1.7152  -0.8755  4.0588  -0.0331
C  -1.5697  1.1381  2.5619  -0.0324
C  -2.1903  -1.0610  1.6737  -0.0625
C  1.6459  0.2986  4.4318  -0.4970
C  1.4902  -0.7024  5.5927  -0.0330
C  3.1206  0.7513  4.4610  -0.0611
C  0.8199  1.5624  4.7012  -0.0463
H  3.4531  -1.0520  2.8055  0.0991
H  -0.0430  -2.2234  0.7767  0.0779
H  1.1685  -4.3270  0.5759  0.0505
H  1.8636  -4.2560  2.1961  0.1011
H  2.7225  -5.0968  0.8963  0.0905
H  2.1465  -2.7496  -1.2819  0.0492
H  3.5482  -3.7975  -1.0819  0.1008
H  3.7467  -2.0476  -0.9790  0.0729
H  4.1327  -3.1427  2.5191  0.0906
H  4.8139  -2.1182  1.2458  0.0848
H  4.7663  -3.8696  1.0366  0.0893
H  -1.3018  -0.2930  4.8751  0.0573
H  -1.4146  -1.9158  4.1954  0.0972
H  -2.8045  -0.8214  4.1412  0.0882
H  -1.0329  1.7261  3.3003  0.0520
H  -2.6412  1.3245  2.6867  0.0936
H  -1.2669  1.4986  1.5797  0.0505
H  -2.0989  -2.1453  1.7427  0.0770
H  -1.9638  -0.7500  0.6548  0.0442
H  -3.2302  -0.7958  1.8837  0.0979
H  2.1185  -1.5785  5.4182  0.0887
H  0.4677  -1.0455  5.7194  0.0618
H  1.8117  -0.2377  6.5291  0.0892
H  3.8048  -0.0943  4.5313  0.0776
H  3.2835  1.3643  5.3490  0.0874
H  3.3822  1.3492  3.5854  0.0645
H  -0.2206  1.3523  4.9331  0.0571
H  0.8682  2.2402  3.8455  0.0744
H  1.2359  2.0857  5.5648  0.0889
C  -0.3533  -3.4499  -1.5129  -0.0244
N  -1.6378  -3.0292  -0.9611  -0.1164
C  -2.3290  -3.9906  -0.1124  -0.0484
C  -2.2067  -1.9002  -1.4363  -0.4237
N  -1.4642  -0.8137  -1.7079  0.0741
C  -1.6710  -0.3535  -3.0355  -0.2347
C  -1.9488  -1.2990  -4.0076  -0.0422
C  -2.2727  -0.9694  -5.3327  -0.0661
C  -2.3069  0.3370  -5.7049  -0.0422
C  -1.9645  1.3477  -4.7754  -0.1532
C  -2.0233  2.6921  -5.2107  -0.0406
C  -1.6742  3.6991  -4.3683  -0.0598
C  -1.2099  3.3913  -3.0819  -0.0245
C  -1.1453  2.0997  -2.5948  -0.2004
N  -0.5479  1.9102  -1.3178  0.0215
C  -0.7881  2.9886  -0.5108  -0.4089
N  0.1901  3.7999  -0.1039  -0.1056
C  0.1654  4.5052  1.1758  -0.0111
C  1.3902  3.9894  -0.9106  -0.0069
N  -2.0528  3.2898  -0.1671  -0.1177
C  -3.0983  2.2945  -0.2849  -0.0453
C  -2.5439  4.6555  -0.0491  -0.0228
C  -1.5808  1.0224  -3.4350  -0.0356
N  -3.5499  -1.9213  -1.6146  -0.1241
C  -4.3174  -0.6943  -1.7082  -0.0155
C  -4.2285  -3.0832  -2.1718  -0.0371
H  -0.3906  -3.5086  -2.6016  0.0982
H  0.4493  -2.7805  -1.2298  0.0281
H  -0.1354  -4.4443  -1.1341  0.0957
H  -1.6764  -4.2519  0.7228  0.0957
H  -2.5827  -4.9087  -0.6468  0.0953
H  -3.2374  -3.5482  0.2860  0.0925
H  -1.9433  -2.3466  -3.7347  0.1023
H  -2.4993  -1.7567  -6.0407  0.1104
H  -2.5777  0.6284  -6.7115  0.1149
H  -2.3393  2.8961  -6.2256  0.1154
H  -1.7107  4.7318  -4.6901  0.1115
H  -0.8419  4.2058  -2.4694  0.1053
H  -0.6752  4.1617  1.7712  0.0949
H  0.1010  5.5857  1.0365  0.0984
H  1.0834  4.2659  1.7103  0.0860
H  1.4810  3.1869  -1.6368  0.0912
H  2.2643  4.0078  -0.2647  0.0935
H  1.3373  4.9431  -1.4409  0.1014
H  -2.6611  1.3079  -0.1827  0.0524
H  -3.5990  2.3697  -1.2553  0.1049
H  -3.8268  2.4516  0.5109  0.1072
H  -1.7575  5.3721  -0.2591  0.0865
H  -2.9490  4.8465  0.9457  0.1023
H  -3.3397  4.7976  -0.7843  0.1028
H  -3.9453  0.0227  -0.9896  0.0606
H  -5.3553  -0.9231  -1.4688  0.1031
H  -4.2733  -0.2595  -2.7116  0.1021
H  -3.5238  -3.8844  -2.3693  0.0859
H  -4.6842  -2.7950  -3.1230  0.1020
H  -5.0117  -3.4486  -1.5059  0.1005

Computed properties:
orbital gap (spin up / spin down) = 0.2105 / 0.2030 hartree
E_HOMO (spin up / spin down) = -9.15 / -9.17 eV
energy relative to the best compared isomer or geometry (same formula, charge and spin) = 63.30 kJ/mol
spin multiplicity = 2
charge = +1
⟨S²⟩ = 0.78
max |F| = 2.03 eV/Å